[1]
The following is a quantum chemistry calculation of a 2-piece molecular cluster, C26H49N3O4PS overall, from OMol25.

Computed properties:
M (g/mol): 530.74
HOMO level (eV): -10.79
Energy (eV): -60533.6545

Structure (ORCA input):
```
! wB97M-V def2-TZVPD RIJCOSX def2/J DEFGRID3
* xyz 1 1
C 1.0389 -4.4058 3.3939
C 1.8754 -3.4479 3.0422
S 1.5819 -2.3131 1.7169
C 0.8304 -3.2519 0.3772
C 1.7579 -3.3802 -0.8462
C 0.9292 -3.2127 -2.1250
C 1.7548 -2.7615 -3.3518
C 1.0570 -1.5929 -4.0446
C -0.3937 -1.8527 -4.4588
O -1.1063 -0.5963 -4.5612
C -1.7173 -0.3457 -3.3672
C -0.9527 0.3823 -2.3089
O -2.8305 -0.6974 -3.1820
C 0.3935 -1.1125 2.3709
C -1.0670 -1.4050 2.0768
C -1.8856 -0.2291 2.5852
O -1.3681 -2.6473 2.6787
C -2.7295 -3.0538 2.5081
C -3.0659 -3.2711 1.0538
C -2.3902 -4.2857 0.3723
C -2.6399 -4.4880 -0.9833
C -3.5565 -3.6663 -1.6304
C -4.2527 -2.6703 -0.9535
C -4.0017 -2.4687 0.4007
H 0.1569 -4.6464 2.8251
H 1.2055 -4.9564 4.3062
H 2.8050 -3.2932 3.5646
H 0.6025 -4.2326 0.7751
H -0.1147 -2.8318 0.0536
H 2.5803 -2.6690 -0.8228
H 2.2040 -4.3703 -0.8782
H 0.1633 -2.4575 -1.9612
H 0.4209 -4.1511 -2.3320
H 1.9517 -3.5551 -4.0644
H 2.7023 -2.3829 -2.9772
H 1.5814 -1.2791 -4.9434
H 1.0702 -0.7270 -3.3903
H -0.9391 -2.5197 -3.7953
H -0.3964 -2.2825 -5.4546
H -0.7470 -0.3018 -1.4882
H -1.5567 1.1990 -1.9321
H -0.0076 0.7705 -2.6664
H 0.5993 -0.9414 3.4227
H 0.6194 -0.1777 1.8609
H -1.1729 -1.4184 0.9870
H -1.8247 -0.1243 3.6629
H -1.5563 0.6661 2.0653
H -2.9185 -0.3682 2.2832
H -2.8088 -4.0181 3.0031
H -3.4363 -2.3962 3.0071
H -1.6890 -4.8931 0.9258
H -2.0984 -5.2647 -1.5020
H -3.7297 -3.8081 -2.6868
H -4.9594 -2.0468 -1.4737
H -4.4942 -1.6932 0.9674
O 0.2393 2.6816 1.6412
P 0.8915 3.9229 1.1165
N 0.2532 4.0334 -0.4695
C 0.9151 4.6294 -1.6160
C -1.2071 4.0824 -0.5583
N 2.5327 3.4249 1.1017
C 3.4637 3.7205 0.0277
C 2.8414 2.1286 1.6793
N 1.3429 5.5710 1.3152
C 2.0747 5.8350 2.5855
C 0.1963 6.5151 1.3074
H 1.0896 5.7102 -1.5297
H 0.3071 4.4715 -2.5071
H 1.8656 4.1478 -1.8286
H -1.6407 5.0335 -0.2252
H -1.6451 3.2916 0.0532
H -1.5379 3.9131 -1.5831
H 3.3397 3.0366 -0.8219
H 4.4911 3.6148 0.3859
H 3.3708 4.7483 -0.3170
H 2.5803 1.2999 1.0023
H 2.3198 1.9814 2.6212
H 3.9106 2.0691 1.8928
H 1.4694 5.6033 3.4656
H 2.3544 6.8868 2.6244
H 2.9904 5.2561 2.6385
H -0.5801 6.2402 2.0250
H -0.2503 6.5803 0.3169
H 0.5475 7.5152 1.5509
*
```


[2]
The following is a quantum chemistry calculation of a 2-piece molecular cluster, C26H49N7O8PS2 overall, from OMol25.

Computed properties:
M (g/mol): 682.83
HOMO level (eV): -11.70
Energy (eV): -85507.7565

Structure (ORCA input):
```
! wB97M-V def2-TZVPD RIJCOSX def2/J DEFGRID3
* xyz 1 1
C -4.9412 -0.1040 -3.2818
C -3.8047 -0.3325 -2.4757
C -2.5582 -1.2745 -2.9267
N -1.3883 -0.8610 -2.1720
C -0.2062 -0.0890 -2.2795
N 0.1908 0.5516 -3.3787
O 1.3555 1.2722 -3.2117
C 2.4997 0.5418 -3.7358
C 3.7804 0.6627 -2.7723
C 3.9486 -0.8025 -2.0715
C 3.6860 1.8226 -1.6738
C 5.1314 2.4665 -1.2907
C 4.9534 3.5534 -0.0940
C 6.2221 1.3789 -0.8618
P -0.4660 0.6657 -5.0179
C -2.2828 1.3165 -5.0053
C -0.4323 -1.1278 -5.7314
C 0.8765 -1.4145 -6.6080
N 0.6421 0.0118 -1.1003
C -0.1505 -0.8115 -0.1937
O 0.3643 -0.9990 1.0904
C 1.6683 -1.6835 0.8943
C 2.2312 -2.3431 2.2459
N 2.1582 -3.8225 2.2960
C 0.7627 -4.3379 2.3172
C 0.1906 -4.6650 3.7739
C 0.3753 -3.4559 4.8337
O 0.8411 -5.8192 4.3565
N -1.3314 -1.2706 -0.8431
C -2.2507 -2.0856 -0.0200
C -2.6734 -1.4529 1.3926
S -3.3174 0.2782 1.3195
C -2.2202 1.4418 2.2134
N -2.4946 2.8325 2.4813
N -1.4201 3.3351 3.1618
C -0.4889 2.2790 3.3113
O -0.9531 1.0834 2.7154
H -5.7954 0.5032 -2.8196
H -5.0498 -0.4139 -4.3678
H -3.7582 0.2165 -1.4839
H -2.5479 -1.2401 -4.0528
H -2.9079 -2.3422 -2.6626
H 2.2876 -0.5538 -3.9839
H 2.7960 1.0316 -4.7390
H 4.7055 0.8902 -3.4147
H 2.8758 -1.2019 -1.9674
H 4.4569 -1.4598 -2.8518
H 4.5055 -0.7547 -1.0811
H 3.0346 2.7120 -1.9711
H 3.2794 1.3360 -0.7080
H 5.4259 3.0922 -2.2090
H 4.0075 4.1805 -0.2081
H 5.0405 3.0699 0.9416
H 5.8401 4.2783 -0.2129
H 6.2844 0.4897 -1.5673
H 7.2518 1.8948 -0.9110
H 6.0287 1.1101 0.2272
H -2.9658 0.5058 -5.4129
H -2.5099 1.6432 -3.9412
H -2.2563 2.2281 -5.7007
H -1.3492 -1.2742 -6.3954
H -0.5127 -1.8908 -4.8686
H 0.8138 -0.8945 -7.6232
H 1.8562 -1.1796 -6.0810
H 0.8772 -2.5459 -6.8340
H 1.5226 -2.5256 0.1204
H 2.4646 -0.9552 0.5014
H 1.7588 -1.8194 3.1450
H 3.3515 -2.0685 2.2891
H 2.7202 -4.2643 1.5551
H 0.7799 -5.3405 1.7457
H -0.0027 -3.6737 1.7836
H -0.9354 -4.8533 3.6647
H 0.0385 -2.4967 4.2874
H -0.2131 -3.6103 5.7959
H 1.5077 -3.3457 5.0133
H 1.7261 -5.4992 4.6547
H -1.6883 -3.0636 0.2317
H -3.2131 -2.4198 -0.5293
H -3.5419 -2.1046 1.7834
H -1.8485 -1.5751 2.1889
H 0.5324 2.2405 3.7948
C -5.2060 3.2624 5.2951
C -4.0438 4.2346 5.1684
O -4.5783 5.5021 5.5510
S -5.7280 5.2755 6.6735
O -5.1439 5.4831 7.9641
O -6.9175 5.9436 6.2436
O -5.9222 3.6788 6.4576
H -5.8783 3.3370 4.4356
H -4.8705 2.2305 5.4038
H -3.6429 4.2739 4.1570
H -3.2407 3.9817 5.8671
*
```


[3]
The following is a quantum chemistry calculation of a 3-piece molecular cluster, C26H50B3N3O5 overall, from OMol25.

Computed properties:
M (g/mol): 517.14
HOMO level (spin up / spin down) (eV): -9.11 / -9.36
Energy (eV): -44503.8455

Structure (ORCA input):
```
! wB97M-V def2-TZVPD RIJCOSX def2/J DEFGRID3
* xyz 0 3
C 7.8334 -5.9144 -1.9633
C 7.1704 -4.7938 -1.3772
C 6.4741 -3.3562 -0.8808
C 5.9531 -2.5736 -2.2410
C 5.4714 -1.0271 -1.9902
B 3.9264 -0.9134 -1.3477
O 3.6754 -0.5120 0.0802
B 2.8444 -1.5621 0.7197
O 2.3764 -2.6596 -0.1975
B 1.7793 -1.8853 -1.3379
C 0.1386 -1.8803 -1.4459
C -0.4150 -3.1599 -2.3112
C -0.0708 -4.6695 -1.7474
N -1.1735 -2.8906 -3.4457
O 2.7253 -1.1721 -2.2182
H 8.0912 -6.7249 -2.8013
H 5.5206 -3.6332 -0.2607
H 7.2806 -2.7660 -0.2706
H 5.0667 -3.2313 -2.6851
H 6.8464 -2.6800 -3.0253
H 6.2471 -0.3728 -1.3653
H 5.3870 -0.4857 -3.0506
H 2.5124 -1.5397 1.8466
H -0.2690 -1.9470 -0.3273
H -0.1977 -0.8275 -1.8575
H -0.6995 -5.4703 -2.3338
H -0.3658 -4.6702 -0.6028
H 1.0779 -4.8863 -1.8107
H -1.2696 -1.8583 -3.5642
C 3.0148 4.9129 3.4223
C 1.5455 4.6294 2.9973
C 0.9699 3.3881 3.7397
C 1.4853 2.0489 3.2244
C 1.3211 1.9474 1.7118
C 1.9702 3.1423 0.9703
N 1.5106 4.4726 1.5028
O 0.1850 4.6711 1.0819
C 3.5140 3.0117 1.0685
C 1.6996 2.9938 -0.5627
C 0.7598 5.8738 3.5261
H 3.6238 5.2631 2.5841
H 3.0869 5.7080 4.1747
H 3.4994 4.0338 3.8641
H -0.1248 3.3809 3.6489
H 1.1839 3.4624 4.8147
H 2.5328 1.9094 3.5093
H 0.9293 1.2344 3.7055
H 1.7584 1.0025 1.3672
H 0.2506 1.8877 1.4744
H 4.0165 3.8596 0.5847
H 3.8620 2.0979 0.5700
H 3.8857 2.9369 2.0918
H 0.6313 2.9508 -0.8018
H 2.1396 2.0652 -0.9481
H 2.1472 3.8237 -1.1231
H 1.0989 6.7974 3.0443
H 0.9088 5.9906 4.6072
H -0.3244 5.7854 3.3811
C -6.0712 -2.5546 -1.5343
C -4.6809 -2.0832 -1.0198
C -4.6087 -2.1216 0.5348
C -5.3626 -0.9935 1.2302
C -4.9565 0.3630 0.6643
C -5.1109 0.4258 -0.8755
N -4.4152 -0.7114 -1.5738
O -3.0314 -0.4804 -1.5010
C -6.6233 0.4460 -1.2252
C -4.6132 1.8206 -1.3775
C -3.6996 -3.1827 -1.5428
H -6.3980 -1.9875 -2.4105
H -6.0631 -3.6012 -1.8628
H -6.8479 -2.4858 -0.7629
H -3.5592 -2.0679 0.8550
H -4.9887 -3.0843 0.9034
H -6.4426 -1.1434 1.1362
H -5.1455 -1.0182 2.3054
H -5.5615 1.1445 1.1398
H -3.9171 0.5706 0.9518
H -6.7803 0.4551 -2.3118
H -7.1072 1.3430 -0.8178
H -7.1831 -0.3933 -0.8092
H -3.5711 2.0214 -1.1052
H -5.2088 2.6294 -0.9353
H -4.7090 1.9035 -2.4671
H -3.6821 -3.2176 -2.6376
H -4.0078 -4.1736 -1.1851
H -2.6721 -3.0413 -1.1842
*
```